(1)
This record from the Open Molecules 2025 dataset describes a 2-piece molecular cluster, C3HF6NO3 overall at a distorted geometry. The level of theory is ωB97M-V with the def2-TZVPD basis set.

```
14
Properties=species:S:1:pos:R:3:forces:R:3
F 2.21668 -0.74665 0.87526 -0.084 0.081 -0.199
F -0.92667 -0.11104 -1.86156 0.200 -0.183 -0.107
F 1.50119 1.59284 0.04227 -0.256 -0.226 0.009
F -1.21184 1.17680 -0.16562 0.123 0.090 0.080
F 1.82296 0.51850 -1.81772 -0.175 -0.240 0.207
F -0.39273 1.96667 -1.98195 0.364 0.171 -0.082
O -0.03823 -0.07551 1.74626 2.014 1.330 0.394
O -1.80529 -1.21282 1.33693 -1.494 -1.166 -0.826
O 0.67465 -1.80594 -0.29449 -0.223 0.181 0.034
N -1.06646 -0.47553 2.19521 -1.334 -0.296 1.136
C 1.04344 0.57542 -0.70457 0.074 0.220 -0.182
C 1.18939 -0.79588 0.01794 1.041 -0.189 -0.612
C -0.39816 0.90331 -1.18583 -0.579 -0.002 0.024
H -2.60893 -1.51016 1.79787 0.329 0.229 0.124
```
Positions in Å, forces in eV/Å.

Summary:
- Multiplicity: 3
- Kohn-Sham gap (spin up / spin down): 9.039 / 9.203 eV
- Energy above the lowest of the compared OMol25 structures with the same formula, charge and spin: 0.0 kcal per mole
- ⟨S²⟩: 2.0081
- E_HOMO (spin up / spin down): -0.317 / -0.443 Ha

***

(2)
This record from the Open Molecules 2025 dataset describes H2OTl as an isolated structure at a distorted geometry. The level of theory is ωB97M-V with the def2-TZVPD basis set.

```
4
Properties=species:S:1:pos:R:3:forces:R:3
Tl -18.79936 13.56430 10.64270 0.124 -1.044 1.299
O -19.22360 11.78003 11.85120 -0.911 2.504 -2.869
H -19.07917 11.35634 12.69728 1.551 0.002 3.157
H -19.58836 11.09040 11.29661 -0.764 -1.462 -1.586
```
Positions in Å, forces in eV/Å.

Summary:
- Multiplicity: 1
- Kohn-Sham gap: 6.845 eV
- Charge: +3
- Energy above the lowest of the compared OMol25 structures with the same formula, charge and spin: 22.6 kcal per mole
- E_HOMO: -1.210 Ha

***

(3)
This record from the Open Molecules 2025 dataset describes a 2-piece molecular cluster, C13H14BF7NO13PS overall at a distorted geometry. The level of theory is ωB97M-V with the def2-TZVPD basis set.

```
51
Properties=species:S:1:pos:R:3:forces:R:3
S -0.89979 -3.27912 0.79518 -0.625 -0.583 0.335
P 0.29196 2.07998 2.88415 0.176 1.064 0.076
F 1.00335 -1.56644 -0.66109 0.043 0.030 0.134
F 1.28993 -4.51432 1.08620 0.038 -0.069 0.104
F 3.74306 -1.39687 -0.62260 0.293 0.213 -0.518
F 1.18191 -2.67927 2.24695 -0.035 0.124 -0.066
F 3.82146 -2.74851 1.04606 0.180 -0.367 0.289
F 2.81257 -0.84879 1.22760 -0.183 0.473 0.400
F 2.09316 -3.42697 -1.00153 -0.072 0.042 -0.024
O 2.20236 2.34961 -6.72655 -0.015 -0.005 0.063
O 2.65578 -0.38934 -5.69426 -0.032 0.058 0.038
O 1.26927 1.69687 1.71054 -0.042 0.020 0.412
O 0.49971 0.84156 3.87592 -0.359 -0.406 -0.334
O -0.42826 2.48939 -0.67859 0.048 0.487 -0.272
O 2.38339 3.17720 -0.17065 -0.315 -0.056 -0.153
O 0.42930 3.39721 3.52018 -0.020 -0.433 -0.240
O 1.73535 2.75505 -4.55679 -0.027 -0.075 0.154
O 0.36880 1.94450 -2.70121 -0.082 0.087 0.225
O 2.62387 2.48209 -2.29485 -0.219 0.107 0.064
O 2.09714 0.59028 -3.74294 -0.062 0.122 0.106
O -1.42734 -3.73652 2.05315 0.238 0.208 -0.069
O -1.19061 -4.02098 -0.39546 0.336 0.277 -0.087
N -3.57166 -0.45696 0.11935 -0.082 -0.275 0.143
C 3.08106 -1.84853 0.41692 -0.200 -0.182 -0.199
C 1.77554 -2.51697 -0.07940 -0.071 -0.191 -0.046
C -1.33041 1.96113 2.09990 -0.320 -0.207 -0.246
C -1.60478 0.79174 1.14544 -0.029 -0.686 -0.144
C 2.33156 0.56450 -5.05764 0.052 -0.168 -0.024
C -1.51936 -1.61950 0.58459 -0.082 0.487 0.044
C 0.46590 2.40199 -1.48416 0.122 -0.098 -0.267
C 0.95726 -3.22484 1.04772 0.020 -0.073 -0.199
C 2.09360 1.99479 -5.59489 0.002 0.088 -0.125
C -3.11571 0.75084 0.90999 0.094 0.406 -0.138
C -3.04189 -1.73294 0.69557 0.635 -0.027 -0.065
C 1.94555 2.75956 -1.21724 0.332 -0.040 0.016
C -1.03233 -0.57304 1.57137 -0.205 0.397 0.425
B 1.71561 1.94358 -3.34864 0.271 -0.109 -0.368
H -3.41519 -2.59287 0.14209 -0.266 0.127 -0.008
H -1.36957 -0.81201 2.58475 0.065 -0.282 -0.019
H -1.27334 -1.28180 -0.42406 0.189 -0.322 -0.116
H -3.31841 -1.76863 1.74681 -0.239 -0.145 -0.069
H 0.05140 -0.49424 1.59496 0.042 -0.005 -0.035
H 1.47226 2.47216 1.12416 0.394 -0.157 -0.040
H -3.40195 1.62393 0.32105 -0.081 -0.002 0.096
H -4.59086 -0.50014 0.09654 0.007 0.146 -0.036
H -1.32636 2.85936 1.48133 -0.095 0.173 0.103
H -0.32990 0.60475 4.31058 0.263 0.065 0.210
H -1.14135 1.03510 0.18282 -0.140 -0.095 0.369
H -3.68318 0.75639 1.84046 -0.039 -0.198 0.006
H -2.12693 2.09203 2.83968 0.104 -0.070 0.104
H -3.25293 -0.38596 -0.84947 -0.005 0.124 -0.008
```
Positions in Å, forces in eV/Å.

Summary:
- Multiplicity: 1
- Kohn-Sham gap: 7.904 eV
- Energy above the lowest of the compared OMol25 structures with the same formula, charge and spin: 1.2 kcal per mole
- E_HOMO: -0.349 Ha

***

(4)
This record from the Open Molecules 2025 dataset describes C9H13NNdO2 as an isolated structure at a distorted geometry. The level of theory is ωB97M-V with the def2-TZVPD basis set.

```
26
Properties=species:S:1:pos:R:3:forces:R:3
Nd -0.18504 -0.08592 -0.00528 -1.048 3.293 5.540
O -0.45739 0.56303 3.34027 -1.220 2.300 3.231
O 0.46450 -1.44970 3.04627 0.790 -0.814 2.140
N 0.90597 1.37063 0.87640 -0.097 0.595 -1.681
C 0.59929 -2.36406 0.07571 1.309 -0.585 -2.252
C 1.80555 -1.56758 -0.06641 -0.696 -1.265 -1.597
C 1.77109 -0.92619 -1.36112 -0.759 -1.749 0.281
C 0.01679 -0.40425 2.62742 -1.016 -2.101 -4.069
C -1.20534 1.31244 -1.65426 -1.264 1.442 -0.762
C -0.57146 0.43445 4.82041 0.400 -0.079 -1.581
C -0.74973 2.28253 -0.78900 -0.288 0.739 -0.100
C -0.18181 -2.21584 -1.14377 2.592 -0.818 -0.362
C 0.54688 -1.32222 -2.02615 0.984 -1.570 0.792
H -1.15414 -2.63859 -1.32837 -0.155 -0.096 -0.042
H -0.71416 1.12895 -2.60642 -0.187 -0.022 0.183
H 1.50583 2.10822 1.20671 0.446 0.393 0.264
H -1.23574 -0.39346 5.01756 -0.024 -0.304 0.365
H 0.42309 0.28332 5.20930 0.148 -0.212 0.436
H -0.99475 1.36930 5.15781 -0.068 0.198 0.053
H 2.51195 -0.24021 -1.74873 -0.125 -0.021 0.086
H -2.14972 0.76832 -1.44488 0.424 0.493 -0.370
H 2.56773 -1.44002 0.68872 -0.191 0.076 -0.025
H 0.30424 -2.91538 0.95153 0.022 0.109 0.159
H 0.10076 2.91035 -1.03634 -0.370 -0.015 0.047
H -1.32140 2.55195 0.11448 0.402 -0.022 -0.633
H 0.22159 -1.00356 -3.00135 -0.011 0.033 -0.103
```
Positions in Å, forces in eV/Å.

Summary:
- Multiplicity: 4
- Kohn-Sham gap (spin up / spin down): 4.736 / 4.784 eV
- Charge: -1
- ⟨S²⟩: 3.7937
- E_HOMO (spin up / spin down): -0.071 / -0.074 Ha